<i>
Entry from the Open Molecules 2025 dataset: C9H15N as an isolated structure (the ωB97M-V functional and the def2-TZVPD basis).

```
! wB97M-V def2-TZVPD RIJCOSX def2/J DEFGRID3
* xyz 0 1
N 1.89313 1.11487 -0.00228
C 0.72886 0.65137 0.00217
C -1.24993 0.13863 -0.00263
C 0.00924 -0.72854 0.00209
C 0.19172 -1.55927 1.26658
C -0.94690 2.74388 0.00243
C -0.57805 1.30764 0.00003
C -2.67440 -0.25815 -0.00854
C 3.05707 0.28048 -0.00463
C 0.19700 -1.56354 -1.25883
H -3.32020 0.61662 -0.03256
H 2.84688 -0.79388 -0.01312
H -0.56046 -2.34533 -1.30690
H -0.55761 -2.34922 1.30821
H -0.68769 3.19236 0.96136
H -2.88829 -0.88158 -0.87743
H 3.64705 0.52535 0.88060
H -2.01324 2.87241 -0.17261
H 0.08521 -0.93182 2.14968
H 0.10642 -0.93655 -2.14410
H 1.17626 -2.03780 -1.27139
H -0.38566 3.26853 -0.76892
H 1.17605 -2.02251 1.29044
H -2.90490 -0.84278 0.88278
H 3.65243 0.53880 -0.88243
*
```

The highest occupied orbital energy comes out at -8.68 eV. As for the HOMO-LUMO gap: 9.499 eV.



<ii>
Entry from the Open Molecules 2025 dataset: one molecule with the formula C9H15N (the ωB97M-V functional and the def2-TZVPD basis).

```
! wB97M-V def2-TZVPD RIJCOSX def2/J DEFGRID3
* xyz 0 1
N -1.77835 -1.90586 1.25476
C -1.88033 0.42212 -1.01830
C -0.52330 0.67037 -0.40695
C 1.88410 0.35592 -1.34230
C 0.46130 -1.59455 -0.50222
C 0.50415 -1.07281 0.91288
C 0.60485 -0.12905 -0.72261
C 1.47267 -0.71329 1.79023
C -0.96890 -0.91985 1.44251
C -0.24512 2.14088 -0.19355
H -0.48244 -2.05223 -0.78579
H 0.12040 2.60330 -1.11387
H -2.39845 -2.09604 2.03803
H 1.34989 -2.17175 -0.74191
H -1.15582 2.68609 0.04983
H -1.98666 0.92025 -1.98526
H 2.73409 -0.20690 -0.95362
H 2.08514 1.40364 -1.12856
H 1.86988 0.20183 -2.42350
H -1.00391 -0.34468 2.37864
H 1.31069 -0.80467 2.85555
H 2.19301 0.05394 1.54410
H 0.52742 2.30163 0.56134
H -2.06134 -0.64251 -1.12628
H -2.63295 0.89425 -0.38315
*
```

The highest occupied orbital energy (spin up / spin down) comes out at -6.98 / -6.98 eV. As for the HOMO-LUMO gap (spin up / spin down): 7.537 / 7.538 eV.



How far above the most stable structure does each one sit? In kcal/mol: <i> 0.0; <ii> 92.2.



<i>
Entry from the Open Molecules 2025 dataset: C23H28N7OSTeTi as an isolated structure (the ωB97M-V functional and the def2-TZVPD basis).

```
! wB97M-V def2-TZVPD RIJCOSX def2/J DEFGRID3
* xyz -1 3
Te -1.99495 2.60473 -1.38862
Ti -1.71004 -0.29665 -0.71711
S -3.54852 -0.28442 -2.57142
O -0.79796 -2.08581 -0.88212
N 0.39235 0.22422 -1.37621
N -3.27984 -1.55464 -0.06089
N -1.53403 0.29140 1.21685
N -5.56244 0.79602 -1.20609
N 1.37940 0.31933 0.68764
N 2.74479 0.28004 -1.19734
N -4.41514 -0.76825 -0.02993
C -0.41893 3.36669 -0.18612
C -0.98415 -3.23998 -0.30029
C -0.58425 3.58593 1.18560
C -0.08100 -5.44284 0.23334
C 1.88564 4.11288 0.04844
C -2.15699 -3.59550 0.40922
C 0.84007 3.63529 -0.73477
C 1.70478 4.32159 1.41028
C -1.21457 0.35737 3.67183
C 3.66115 1.17347 0.84489
C 0.46285 4.05165 1.97331
C -3.31076 -2.71576 0.44784
C 1.80476 0.52023 -3.40105
C 2.41776 0.75023 1.60394
C -1.23394 -5.77953 0.94700
C 2.92297 -0.09260 -2.58422
C -1.82639 0.65598 2.32742
C 0.47917 0.06414 -2.82129
C 3.88488 0.21693 -0.31009
C 0.03582 -4.21304 -0.37603
C -2.25381 -4.85187 1.01369
C 1.47274 0.28006 -0.66714
C -4.55103 -0.11294 -1.15620
H 2.90985 -1.18663 -2.70129
H 3.90608 0.25990 -2.90408
H 2.51719 4.69607 2.02288
H 4.76827 0.49778 -0.88610
H 4.04675 -0.80650 0.06226
H -0.69732 -0.60964 3.65632
H -1.32924 -6.74407 1.42808
H 0.41935 0.37339 1.01405
H 1.88611 0.22147 -4.44806
H 0.30309 4.21156 3.03477
H -1.96312 0.36019 4.46130
H 0.92950 -3.94256 -0.92576
H 1.87737 1.61072 -3.35383
H -5.82486 1.16442 -2.09918
H 0.73449 -6.15340 0.15698
H -0.49079 1.14463 3.90129
H 0.99610 3.46216 -1.79465
H 4.52352 1.19365 1.51312
H -0.33639 0.64879 -3.25242
H 2.04512 1.58403 2.20328
H -1.54555 3.37553 1.63535
H -4.24091 -3.08045 0.88307
H 2.84823 4.31891 -0.40810
H 0.30388 -0.98941 -3.07229
H 3.51537 2.18039 0.43853
H -6.22342 0.79973 -0.44901
H -3.16959 -5.09164 1.54532
H 2.66056 -0.07334 2.28381
*
```

The highest occupied orbital energy (spin up / spin down) comes out at -2.71 / -3.56 eV. As for the HOMO-LUMO gap (spin up / spin down): 5.357 / 6.202 eV.



<ii>
Entry from the Open Molecules 2025 dataset: C23H28N7OSTeTi as an isolated structure (the ωB97M-V functional and the def2-TZVPD basis).

```
! wB97M-V def2-TZVPD RIJCOSX def2/J DEFGRID3
* xyz -1 3
Te -2.83280 -0.29481 -0.26259
Ti -0.17157 -0.06620 0.77796
S -1.03231 2.18316 1.57820
O 1.65191 -0.15399 1.40895
N 0.41289 1.12661 -0.60586
N 0.48328 -4.32078 0.09038
N -0.62089 -0.69782 2.62023
N -2.51370 3.07520 -0.44014
N -0.64235 1.91570 -1.08381
N -1.23830 -3.22072 1.22209
N 0.19260 -1.98958 -0.12282
C -3.98841 -2.09830 -0.17869
C -1.36543 2.38946 -0.12346
C 5.24958 1.17432 -0.16050
C -0.40082 -0.40070 3.70985
C -0.19551 0.03123 5.07686
C -4.68500 -4.25565 -1.06031
C 3.99892 -0.13649 1.42347
C -0.00980 -5.61169 0.52540
C -0.17498 -3.14337 0.38562
C -5.77327 -3.37587 0.88126
C 1.62080 1.56862 -0.92106
C -1.51200 -5.57624 0.70593
C 4.06664 1.54459 -0.76511
C 2.81357 1.08857 -0.31068
C -5.63451 -4.39264 -0.05639
C -4.96386 -2.25206 0.81350
C -1.81599 -4.46320 1.69038
C 2.41937 -2.92112 -0.41982
C -3.87645 -3.12805 -1.11490
C 1.86724 -4.32838 -0.35904
C 5.21468 0.31907 0.93932
C 1.32887 -2.05471 -1.02940
C 2.77329 0.23994 0.84850
H 2.62109 -2.53903 0.58336
H -1.40692 -4.72015 2.67713
H -1.85198 -2.41358 1.14143
H 4.08638 2.22325 -1.61195
H -3.14080 -3.03830 -1.90707
H -6.51650 -3.45900 1.66671
H -2.62597 3.36647 -1.39728
H 0.27763 -6.35151 -0.22872
H -1.99768 -5.34374 -0.24224
H 1.69002 -1.04508 -1.20944
H -0.21148 1.12170 5.10165
H -2.89052 -4.32303 1.79524
H 3.95974 -0.78475 2.29264
H -1.87701 -6.53968 1.06422
H -5.08131 -1.45938 1.54375
H -0.98564 -0.35853 5.71776
H 6.19659 1.55629 -0.52327
H -4.57904 -5.03630 -1.80623
H 0.46593 -5.90713 1.47329
H 0.76978 -0.31370 5.44687
H 1.90906 -4.78586 -1.35572
H 1.68729 2.38506 -1.63763
H 1.01652 -2.48020 -1.99389
H -6.26506 -5.27276 -0.00872
H 3.34548 -2.89642 -0.99523
H 6.13606 0.01694 1.42464
H 2.46108 -4.95441 0.31829
H -2.87800 3.66981 0.28046
*
```

The highest occupied orbital energy (spin up / spin down) comes out at -1.85 / -3.26 eV. As for the HOMO-LUMO gap (spin up / spin down): 4.311 / 5.707 eV.



How far above the most stable structure does each one sit? In kcal/mol: <i> 0.0; <ii> 14.5.



<i>
Entry from the Open Molecules 2025 dataset: one molecule with the formula C2H2NOP (the ωB97M-V functional and the def2-TZVPD basis).

```
! wB97M-V def2-TZVPD RIJCOSX def2/J DEFGRID3
* xyz 0 1
P 1.62483 0.57985 -0.12296
O 1.99452 -1.00390 -0.05925
N -1.57783 0.00301 -0.08120
C -0.27136 0.59964 -0.10935
C -2.73954 -0.36221 -0.07962
H 1.27444 -1.54077 0.41750
H -0.30506 1.72439 0.03488
*
```

The highest occupied orbital energy comes out at -8.97 eV. As for the HOMO-LUMO gap: 7.981 eV.



<ii>
Entry from the Open Molecules 2025 dataset: a 2-piece molecular cluster, C2H2NOP overall (the ωB97M-V functional and the def2-TZVPD basis).

```
! wB97M-V def2-TZVPD RIJCOSX def2/J DEFGRID3
* xyz 0 1
P 2.86182 1.06830 0.54862
O -1.68664 -2.74698 -1.17927
N -0.73712 -2.51461 -0.50602
C 0.19515 -2.09709 0.01001
C 3.17614 -0.41700 0.39165
H 1.01343 -2.17103 0.72395
H 3.60431 -1.44106 0.10453
*
```

The highest occupied orbital energy comes out at -10.11 eV. As for the HOMO-LUMO gap: 10.300 eV. The structure (SMILES) is C#[N+][O-].C#P.



How far above the most stable structure does each one sit? In kcal/mol: <i> 0.0; <ii> 43.2.



<i>
Entry from the Open Molecules 2025 dataset: one molecule with the formula C2H4N3P (the ωB97M-V functional and the def2-TZVPD basis).

```
! wB97M-V def2-TZVPD RIJCOSX def2/J DEFGRID3
* xyz 0 1
P 1.46374 1.33054 0.94336
N -0.77227 -1.68053 -0.32749
N -0.31213 0.75352 -0.92226
N -1.23683 -0.92988 -1.21754
C 0.13746 -1.16456 0.41444
C 0.23245 0.24919 0.08534
H 1.48003 2.50358 0.04021
H 0.58025 -1.77636 1.22818
H -1.97984 -1.34706 -1.80905
H 0.40715 2.06155 1.56481
*
```

The highest occupied orbital energy comes out at -9.05 eV. As for the HOMO-LUMO gap: 9.063 eV.



<ii>
Entry from the Open Molecules 2025 dataset: one molecule with the formula C2H4N3P (the ωB97M-V functional and the def2-TZVPD basis).

```
! wB97M-V def2-TZVPD RIJCOSX def2/J DEFGRID3
* xyz 0 1
P 1.28480 1.68053 0.63226
N 0.56937 -0.14894 -1.26588
N -0.98028 -1.69847 -1.02741
N -1.05975 -1.56482 0.19913
C -0.54998 -0.56058 0.76902
C 0.37253 0.19485 -0.09094
H 0.14197 2.41189 0.90111
H -0.29117 -2.29148 -1.29858
H -0.77548 -0.40822 1.81666
H 1.28800 2.38525 -0.63537
*
```

The highest occupied orbital energy (spin up / spin down) comes out at -9.00 / -9.13 eV. As for the HOMO-LUMO gap (spin up / spin down): 8.679 / 9.138 eV.



How far above the most stable structure does each one sit? In kcal/mol: <i> 0.0; <ii> 13.7.